The following is a DFT calculation (wB97M-V/def2-TZVPD) of a structure of composition C17H22N9O3RuS3.

Atoms and positions in Å:
1 Ru -0.483 -0.426 1.048
2 C -1.913 -0.251 -3.383
3 N -1.876 1.047 -2.713
4 C -2.059 2.239 -3.531
5 C -1.780 1.121 -1.372
6 N -2.037 0.161 -0.546
7 N -1.442 2.384 -0.866
8 C -0.646 2.632 0.231
9 N -0.458 3.950 0.487
10 N -0.097 1.697 0.925
11 H -1.446 -0.137 -4.359
12 H -2.936 -0.613 -3.527
13 H -1.332 -0.975 -2.818
14 H -1.129 2.797 -3.677
15 H -2.820 2.900 -3.109
16 H -2.414 1.926 -4.508
17 H -2.262 -0.705 -1.020
18 H -1.535 3.152 -1.508
19 H -0.960 4.664 -0.008
20 H 0.026 4.228 1.320
21 H 0.456 2.048 1.696
22 N -4.086 0.591 1.568
23 C -3.306 0.679 2.664
24 N -2.047 0.343 2.706
25 C -1.484 0.601 3.940
26 C -2.324 1.159 4.843
27 S -3.892 1.371 4.157
28 C -0.115 0.167 4.172
29 C 0.571 0.234 5.334
30 S 2.083 -0.578 5.188
31 C 1.700 -0.976 3.534
32 N 0.540 -0.492 3.143
33 N 2.504 -1.754 2.801
34 H -3.671 0.155 0.758
35 H -5.085 0.595 1.664
36 H -2.127 1.436 5.865
37 H 0.282 0.679 6.271
38 H 3.430 -1.955 3.133
39 H 2.373 -1.695 1.792
40 O 0.982 -3.225 -2.607
41 C 2.237 -2.713 -2.566
42 C 3.255 -3.212 -3.373
43 C 4.530 -2.678 -3.310
44 C 4.813 -1.643 -2.431
45 C 3.813 -1.159 -1.608
46 C 2.521 -1.673 -1.670
47 C 1.478 -1.125 -0.758
48 O 1.814 -0.756 0.407
49 O 0.288 -1.009 -1.127
50 H 0.954 -3.977 -3.207
51 H 3.046 -4.031 -4.053
52 H 5.304 -3.071 -3.955
53 H 5.811 -1.230 -2.375
54 H 4.016 -0.361 -0.906
55 S -1.061 -2.532 1.240

**HOMO-LUMO gap (spin up / spin down)**: 7.8 / 6.8 eV
**Molecular weight**: 597.7 g/mol
**Energy relative to the best compared isomer or geometry (same formula, charge and spin)**: 0.0 kJ/mol
**Charge**: +1
**Multiplicity**: 5

Atomic partial charges in e from the Mulliken method, atoms 1 to 4: number 1, Ru, carries 0.02; number 2, C, carries -1.09; number 3, N, carries 0.22; number 4, C, carries -1.28